Entry 1:
{
  "formula": "C2H4OS3",
  "method": "ωB97M-V/def2-TZVPD",
  "species": ["C", "C", "O", "S", "S", "S", "H", "H", "H", "H"],
  "positions_angstrom": [[0.527, -0.693, 0.379], [-0.404, -0.312, -1.751], [-1.522, 0.545, 1.437], [1.696, -1.674, 0.452], [0.831, 2.215, 0.975], [-0.104, 0.626, 1.372], [-0.727, -1.317, -2.098], [0.576, 0.057, -2.064], [-1.046, 0.481, -1.248], [0.172, 0.071, 2.546]],
  "forces_ev_per_angstrom": [[-2.384, 1.751, -4.126], [0.901, 0.478, 3.881], [-1.942, 0.302, -0.829], [1.602, -1.393, 0.895], [0.012, -0.122, -0.110], [0.900, -0.710, 0.709], [0.007, 1.107, 0.497], [-0.508, -0.171, -0.257], [0.328, -1.360, -1.505], [1.083, 0.118, 0.846]],
  "gap_ev": [7.2, 7.2],
  "spin_multiplicity": 1,
  "e_homo_ev": [-8.4, -8.4],
  "relative_energy_kj_mol": 541.7,
  "lumo_ev": [-1.18, -1.18]
}

---

Entry 2:
{
  "formula": "C2H4OS3",
  "method": "ωB97M-V/def2-TZVPD",
  "species": ["C", "C", "O", "S", "S", "S", "H", "H", "H", "H"],
  "positions_angstrom": [[-0.269, 1.505, -0.203], [-0.110, -1.211, 0.938], [1.826, -0.059, -0.501], [-2.061, 0.845, -0.012], [-1.507, -1.091, -0.190], [0.945, 0.329, 0.609], [0.120, 1.596, -1.280], [-0.136, 2.346, 0.340], [-0.417, -1.218, 2.083], [0.621, -1.965, 0.719]],
  "forces_ev_per_angstrom": [[0.084, -4.469, -1.383], [-0.764, 1.442, 1.301], [0.742, -0.572, -0.516], [-0.688, 5.203, -0.492], [1.487, -4.490, 0.544], [-0.389, 0.794, 0.115], [-0.940, -0.296, 1.553], [-0.126, 2.944, 1.524], [0.410, -0.014, -2.511], [0.182, -0.543, -0.135]],
  "gap_ev": [5.9, 6.4],
  "spin_multiplicity": 3,
  "e_homo_ev": [-5.3, -9.2],
  "relative_energy_kj_mol": 149.8,
  "lumo_ev": [0.59, -2.77]
}

---

Entry 3:
{
  "formula": "C2H4OSe",
  "method": "ωB97M-V/def2-TZVPD",
  "species": ["C", "C", "O", "Se", "H", "H", "H", "H"],
  "positions_angstrom": [[-1.123, 1.092, 0.223], [0.265, -1.204, 0.185], [-0.244, 1.868, 0.076], [1.656, -0.008, 0.074], [-2.197, 1.279, 0.260], [0.201, -1.676, 1.151], [0.023, -1.790, -0.682], [1.420, 0.438, -1.288]],
  "forces_ev_per_angstrom": [[1.351, -0.705, -0.243], [-0.335, 1.188, 0.085], [-1.473, -0.101, 0.176], [1.337, -0.629, 0.211], [-0.433, 0.335, 0.049], [-0.131, -0.078, 0.103], [-0.292, 0.018, -0.156], [-0.023, -0.028, -0.225]],
  "gap_ev": [8.2, 7.7],
  "spin_multiplicity": 1,
  "e_homo_ev": [-7.9, -7.4],
  "relative_energy_kj_mol": 329.5,
  "lumo_ev": [0.32, 0.36]
}

---

Entry 4:
{
  "formula": "C2H4OSn",
  "method": "ωB97M-V/def2-TZVPD",
  "species": ["O", "Sn", "C", "C", "H", "H", "H", "H"],
  "positions_angstrom": [[3.245, 0.286, 0.202], [1.538, -0.201, -0.245], [-0.689, 0.652, 0.038], [-0.858, -0.684, -0.029], [-0.571, 1.154, 1.003], [-0.749, 1.272, -0.862], [-0.866, -1.297, 0.876], [-1.050, -1.182, -0.984]],
  "forces_ev_per_angstrom": [[-0.136, 0.491, 0.370], [2.486, -1.176, -0.976], [-1.174, 0.740, 0.398], [-1.135, -0.082, 0.145], [-0.104, -0.024, -0.220], [0.008, -0.074, 0.231], [-0.015, 0.070, -0.220], [0.071, 0.055, 0.273]],
  "gap_ev": [7.6, 8.2],
  "spin_multiplicity": 2,
  "e_homo_ev": [-14.5, -15.6],
  "charge": 1,
  "lumo_ev": [-6.90, -7.36]
}

---

Q: Number 3 is which compound?
A: C2H4OSe

---

Q: What is the formula in the fourth record?
A: C2H4OSn